No. 1
74
Properties=species:S:1:pos:R:3:forces:R:3 method="wB97M-V/def2-TZVPD" energy_ev=-120094.253 homo_ha="-0.529 / -0.529" largest_force_ev_per_a=15.1 lumo_energy_ha="-0.4292 / -0.4292" multiplicity=1 total_charge=+3
La 0.46063 -0.24379 0.46361 10.870 -2.576 10.161
P 0.60272 2.05579 0.38414 -0.276 12.862 -1.378
P -1.27684 -0.08207 1.99800 -10.893 1.292 8.385
P 1.76181 -0.40450 -1.44515 7.089 -0.613 -12.145
H -2.10002 -1.04731 -0.51201 0.231 0.239 0.410
C -1.05294 -1.21387 -0.77223 -2.957 -6.284 -1.961
C -0.30162 -2.20971 -0.02141 -5.908 -3.310 -4.872
H -0.80039 -2.74486 0.78179 0.351 0.688 0.732
C -0.55476 3.01117 -0.71844 -0.335 -0.821 -0.232
C 0.37265 3.07168 1.92531 -0.146 -0.856 0.842
C 2.17581 2.90394 -0.13359 0.766 -0.902 -0.188
C -2.26655 -1.60006 2.37405 0.010 -0.349 -0.072
C -1.06252 0.48435 3.75268 0.511 0.020 0.075
C -2.68258 1.01451 1.49751 -0.043 0.146 -0.189
C 1.85263 -2.03406 -2.31831 -0.081 -0.333 0.043
C 3.57642 -0.02963 -1.45970 0.176 0.050 0.548
C 1.22827 0.61807 -2.89255 -0.173 0.153 -0.047
H -0.92194 -1.16829 -1.85500 0.461 0.244 0.121
H 0.37710 -2.86676 -0.55809 0.830 0.639 0.185
H -0.38406 4.09359 -0.65971 0.192 -0.314 0.203
H -1.58728 2.79279 -0.43649 0.035 0.134 -0.067
H -0.42157 2.68094 -1.75147 -0.064 0.132 0.016
H 0.50534 4.13848 1.71136 0.090 -0.327 -0.348
H 1.11195 2.76316 2.67088 -0.117 0.201 0.008
H -0.62283 2.92583 2.34979 0.154 0.056 -0.068
H 2.06729 3.99254 -0.06541 -0.360 -0.285 0.148
H 2.43937 2.64942 -1.16252 -0.058 0.083 0.158
H 2.99215 2.58544 0.52069 -0.038 0.194 -0.117
H -3.07237 -1.34777 3.07157 0.159 0.005 -0.116
H -1.62481 -2.36052 2.82736 -0.078 0.064 0.051
H -2.70198 -2.01193 1.46041 -0.095 0.052 0.093
H -2.02273 0.81367 4.16544 0.112 -0.077 -0.208
H -0.34348 1.30113 3.81973 -0.096 -0.069 0.163
H -0.69439 -0.34984 4.35348 0.023 0.053 -0.051
H -3.53539 0.89871 2.17588 0.162 -0.034 -0.117
H -2.98544 0.75621 0.47984 -0.203 0.126 0.053
H -2.36908 2.06076 1.50567 -0.150 -0.089 0.021
H 2.45781 -1.92871 -3.22510 -0.095 0.022 0.175
H 0.85181 -2.37394 -2.59559 0.084 0.036 -0.109
H 2.30678 -2.78691 -1.66912 0.062 0.042 -0.079
H 3.96920 -0.07147 -2.48186 -0.223 -0.019 0.129
H 4.10567 -0.76851 -0.85212 -0.001 0.029 -0.069
H 3.77263 0.95847 -1.04202 0.101 -0.095 -0.123
H 1.81016 0.37330 -3.78837 -0.093 -0.008 0.178
H 1.34865 1.68132 -2.67478 -0.007 -0.100 -0.150
H 0.16879 0.42642 -3.08094 0.036 0.105 -0.199
C -4.26231 0.72388 -3.98402 -0.216 -0.423 -0.188
C -4.09523 -0.53603 -3.39997 -0.232 0.188 -0.398
C -4.77702 -1.63596 -3.91915 -0.001 0.119 -0.067
C -5.62539 -1.49134 -5.01712 0.143 0.231 0.105
C -5.78881 -0.23236 -5.59633 0.114 -0.106 0.175
C -5.11232 0.87403 -5.08560 0.195 -0.058 0.260
Se -3.35908 2.28833 -3.32836 0.053 -0.077 0.011
H -2.65950 1.57654 -2.24589 -0.064 -0.089 0.005
H -3.43762 -0.66184 -2.54487 -0.027 0.013 0.024
H -4.64100 -2.61081 -3.45895 -0.060 0.105 -0.086
H -6.15399 -2.35109 -5.41759 0.084 0.141 0.071
H -6.44653 -0.10605 -6.45187 0.108 -0.020 0.146
H -5.24726 1.84960 -5.54481 -0.002 -0.132 0.046
C 4.79871 -1.31731 4.23173 1.032 0.671 0.480
N 3.60530 -1.72987 3.50589 -0.960 1.680 -1.513
C 3.06068 -3.06289 3.73651 -0.680 -0.895 -0.088
C 2.97280 -0.89142 2.61717 3.385 -1.225 3.264
C 3.45675 0.50123 2.33319 0.851 0.227 0.362
O 1.97362 -1.29509 2.03412 -2.927 -0.848 -1.922
H 5.17306 -2.11410 4.90799 -0.492 0.443 -0.605
H 4.57289 -0.42962 4.86042 0.269 -0.540 -0.345
H 5.61418 -1.07889 3.51610 -0.417 -0.113 0.546
H 2.02182 -2.98286 4.12367 0.607 -0.117 -0.287
H 3.05196 -3.63764 2.78574 -0.068 0.315 0.596
H 3.65357 -3.63885 4.47740 -0.248 0.694 -0.543
H 3.70314 0.57272 1.26066 -0.111 -0.037 0.341
H 2.65785 1.21422 2.58836 0.184 -0.208 -0.058
H 4.35965 0.79627 2.89837 -0.536 -0.147 -0.316

---

No. 2
82
Properties=species:S:1:pos:R:3:forces:R:3 method="wB97M-V/def2-TZVPD" energy_ev=-59893.101 homo_ha=0.027 largest_force_ev_per_a=12.5 lumo_energy_ha=0.1313 multiplicity=1 e_above_lowest_kcal_mol=420.5 total_charge=-2
N -0.52465 -0.51959 0.05554 0.030 6.454 4.372
H -1.45769 -0.48723 -0.21060 -2.397 -0.867 0.347
H 0.00225 -0.74917 -0.68483 2.622 -1.185 -2.603
H -0.37976 -0.83760 0.99968 -0.328 -0.178 0.148
H -0.42424 0.61571 0.30396 -0.451 -2.905 -0.601
P -2.43364 0.50619 2.44381 -3.956 -5.009 -0.277
O -1.89389 1.60672 1.68873 3.506 5.124 -3.890
O -3.01060 -0.58844 1.37392 3.871 3.269 -0.507
O -3.53254 0.78914 3.34822 -3.437 2.264 2.386
O -1.52484 -0.43147 3.08589 6.078 -2.301 2.838
O -2.27231 2.31928 -3.61528 2.627 11.109 5.139
C -1.61314 2.25067 -2.57653 3.418 2.617 -1.134
O -0.38200 1.57612 -2.44344 1.479 10.452 0.792
C 0.45007 1.17002 -3.50355 0.970 3.514 -0.798
C 1.93327 1.06489 -3.15519 -1.159 0.466 5.552
C -2.06329 2.78079 -1.30198 3.259 2.841 2.008
H 0.30287 2.08279 -4.10932 0.413 -0.975 -1.356
H 0.07537 0.20021 -3.74441 0.254 -0.120 -1.386
H 2.39754 0.78210 -4.01469 1.525 -1.946 -2.210
H 2.10154 0.43646 -2.10266 -0.690 1.738 -3.658
H 2.48290 1.98523 -2.92563 -0.760 0.508 0.089
H -1.18994 3.16486 -0.70409 -0.825 -0.755 -0.330
H -2.60950 1.96109 -0.86908 1.348 2.438 2.948
H -2.63325 3.65588 -1.52068 -0.984 0.423 0.014
O 2.34405 -0.08657 0.83644 4.486 1.582 3.723
C 2.77281 -0.42815 1.99366 -6.651 2.558 -2.316
O 3.90902 -0.85798 2.42153 2.303 -0.418 -1.518
C 5.08312 -0.59892 1.54920 -0.702 0.386 -1.564
C 6.23134 -1.19239 2.45433 -0.468 2.250 -3.974
C 1.67250 -0.47512 3.05914 4.120 3.255 4.869
H 4.91096 0.54265 1.26296 1.285 -2.200 0.840
H 5.04713 -1.15607 0.50416 -0.250 1.001 2.274
H 7.17460 -0.71915 2.20210 0.412 -0.421 -0.604
H 6.19564 -2.24047 2.25995 0.194 -0.683 0.807
H 6.02821 -0.73251 3.34005 -0.676 -0.036 3.165
H 1.26332 -1.46245 3.11922 3.185 1.405 1.899
H 0.88483 0.32277 3.19099 0.300 -1.109 -1.460
H 2.22976 -0.25418 4.14240 -0.987 -0.884 -2.417
O 1.59047 -4.03858 1.54336 0.040 1.205 -1.358
C 1.12280 -2.91837 1.30223 1.329 -3.040 1.756
O 1.68145 -2.02676 0.46441 -2.666 -2.480 -1.406
C 2.71830 -2.41648 -0.46801 0.963 -0.865 2.642
C 2.70996 -1.55874 -1.67649 -0.186 -1.614 -2.542
C 0.03823 -2.36384 2.15399 3.916 -6.214 -1.206
H 2.52022 -3.43074 -0.72962 0.202 -0.958 -0.029
H 3.53884 -2.33497 0.28876 0.340 -0.508 -1.691
H 1.64637 -1.50036 -1.87514 -0.305 0.506 -0.364
H 3.12323 -1.94269 -2.75148 -0.531 0.315 2.912
H 3.10208 -0.60084 -1.52476 0.703 0.927 0.469
H -0.47178 -2.95866 2.78407 -1.162 -2.990 1.989
H -0.61845 -2.07665 1.57908 -6.862 3.182 -4.876
H 0.44287 -1.70174 2.71665 -1.783 3.128 1.228
C 1.29583 3.28787 2.12759 -3.393 4.238 -2.377
C 2.04689 4.23459 1.21681 2.002 0.247 1.216
O 2.56266 5.25507 1.64949 -0.553 0.049 -0.160
C 2.37353 3.81637 -0.19140 -3.511 -2.050 -1.741
H 0.85506 3.75497 2.98177 0.507 0.418 0.829
H 1.80622 2.46730 2.28011 2.896 -4.173 1.112
H 0.39420 2.94599 1.63347 -0.455 -0.417 -0.502
H 1.41511 4.26907 -0.81192 2.304 -1.409 1.155
H 2.34777 2.63541 -0.27528 -0.258 2.332 0.039
H 3.27353 4.15161 -0.68374 0.260 0.575 0.462
C -2.31608 0.48268 -4.17153 0.740 -8.667 -3.290
C -1.98432 0.36661 -2.68442 4.302 -8.637 -0.083
O -0.73283 -0.19121 -2.30131 -10.303 -6.306 -1.015
C -3.07254 0.63424 -1.71615 0.183 -3.101 -0.322
H -1.45414 0.25429 -4.93134 -1.691 -0.697 1.565
H -2.42111 1.44872 -4.43715 -0.569 -0.258 -3.055
H -3.31861 0.16994 -4.50541 0.430 -1.478 0.462
H -2.75327 0.28803 -0.68597 -1.238 0.749 -0.437
H -3.95206 0.11293 -2.02170 -0.656 -0.857 -0.363
H -3.19420 1.68102 -1.84115 -3.176 -1.588 -0.535
C -4.61332 -1.60959 0.58888 -4.686 -3.236 -2.866
C -5.32893 -2.58259 1.42291 1.139 -2.854 1.645
O -5.15017 -2.76531 2.66624 -1.228 0.633 -3.805
C -6.12369 -3.67302 0.56616 -5.810 4.654 0.732
H -4.90281 -0.69994 0.94096 -0.347 2.674 0.996
H -4.86097 -1.56376 -0.50911 -0.421 -0.754 0.506
H -3.52687 -1.61404 0.73835 0.737 -0.520 0.380
H -7.24449 -3.92669 1.09806 3.059 0.639 -1.235
H -5.70485 -4.55199 0.36753 2.261 -3.669 -0.362
H -6.40798 -3.20522 -0.47173 0.511 -0.795 1.920

---

No. 3
69
Properties=species:S:1:pos:R:3:forces:R:3 method="wB97M-V/def2-TZVPD" energy_ev=-33842.596 homo_ha=-0.422 largest_force_ev_per_a=2.8 lumo_energy_ha=-0.1086 multiplicity=1 total_charge=+1
C 2.70180 -3.88747 0.35256 0.230 0.006 -0.642
C 3.76008 -3.38256 1.49827 0.508 -0.171 0.887
C 3.07793 -2.72136 2.83431 -0.280 0.822 0.081
C 1.91031 -1.58095 2.49514 -0.378 -0.951 0.003
C 2.37059 -0.50899 1.33068 -0.415 -0.367 0.557
C 3.83350 0.19744 1.60279 -0.538 0.414 -0.633
C 4.74008 0.04618 0.21306 0.879 0.461 0.418
C 4.57970 1.38940 -0.77085 0.052 -0.413 0.848
P 4.25495 0.84832 -2.57616 -0.310 1.146 -0.097
C 2.58693 1.44781 -3.30029 -0.686 -0.122 -0.608
C 1.32618 1.39877 -2.23709 0.155 0.493 0.286
C 1.12729 2.87521 -1.55197 -0.761 0.457 0.301
C -0.46601 3.11784 -1.14686 1.472 0.255 -0.228
C -0.68635 2.63618 0.41418 -1.936 0.567 -0.707
C -2.01537 1.63863 0.40141 1.219 -0.602 0.198
C -2.82432 1.58985 1.82669 0.103 0.120 -0.264
C -4.45521 1.92373 1.66773 1.041 -1.199 0.981
C -5.17410 0.53816 1.06634 0.210 2.016 0.335
C -5.51399 0.86013 -0.50415 -1.291 -0.280 -0.103
C -5.82359 -0.45124 -1.43680 0.829 0.355 -1.290
C -5.00021 -1.80895 -1.02947 -1.465 -0.296 0.306
O -3.55152 -1.62802 -0.84627 -1.047 -1.932 0.540
C -2.96995 -2.96928 -0.52739 0.685 -0.386 -0.895
H 1.61129 -3.47753 0.46373 2.153 -0.635 0.019
H 3.10332 -3.47084 -0.69176 -0.950 -1.225 2.096
H 2.60351 -5.07494 0.31981 0.401 2.707 -0.011
H 4.55364 -2.60596 1.08361 -1.783 -1.619 0.622
H 4.40867 -4.30867 1.87849 -1.425 2.011 -0.923
H 2.58900 -3.58567 3.48155 1.070 1.978 -1.221
H 3.89972 -2.12948 3.46605 -1.625 -1.738 -1.255
H 0.97045 -2.20977 2.11746 1.883 1.651 0.659
H 1.55009 -1.04060 3.49445 0.998 -1.094 -2.194
H 1.53744 0.32590 1.25123 1.674 -1.732 0.086
H 2.40026 -1.10330 0.31711 -0.039 1.179 1.883
H 3.61008 1.34496 1.82972 0.779 -2.379 -0.579
H 4.39466 -0.21328 2.55156 -1.124 0.591 -2.131
H 5.89928 0.00459 0.46853 -2.513 -0.045 -0.478
H 4.48535 -0.94195 -0.39038 0.360 2.049 1.455
H 5.58918 1.98635 -0.73342 -2.117 -1.028 -0.304
H 3.68837 2.07557 -0.41497 1.783 -1.426 -0.916
H 4.35783 -0.59206 -2.77524 -0.035 1.220 0.371
H 5.32727 1.43255 -3.38493 -0.987 -0.710 0.614
H 2.74606 2.53941 -3.75517 -0.304 -2.428 1.148
H 2.31783 0.72756 -4.18638 0.842 1.336 1.584
H 1.44807 0.57547 -1.39642 -0.083 1.579 -1.776
H 0.37549 1.10112 -2.86072 1.888 0.718 1.238
H 1.46772 3.71912 -2.28835 -0.562 -1.681 1.232
H 1.72986 3.02635 -0.53932 -0.999 -0.493 -2.252
H -1.09067 2.51585 -1.93524 0.966 1.075 1.742
H -0.71156 4.26873 -1.30778 0.467 -2.502 0.511
H 0.27803 2.12356 0.84923 -1.989 1.066 -0.778
H -1.01020 3.59585 1.04569 1.080 -2.124 -1.216
H -1.59175 0.54615 0.19070 -1.107 2.249 0.134
H -2.65727 1.97458 -0.51984 1.006 -0.734 2.032
H -2.31063 2.33733 2.56936 -1.047 -1.264 -1.394
H -2.65487 0.50254 2.28836 -0.658 2.401 -0.901
H -4.82001 2.15018 2.78092 0.545 -0.371 -2.590
H -4.65087 2.83594 0.95760 0.457 -1.696 1.496
H -6.16301 0.41338 1.70818 2.045 -0.193 -1.616
H -4.39473 -0.31539 1.24639 -1.822 1.427 -0.570
H -4.71882 1.52028 -1.06088 -1.300 -1.405 1.455
H -6.51715 1.50721 -0.49857 2.231 -1.271 -0.027
H -6.99637 -0.64009 -1.54901 2.692 0.025 0.568
H -5.46444 -0.16595 -2.53865 -0.813 -0.608 2.280
H -5.45134 -2.18899 0.00641 0.875 0.562 -2.208
H -5.15745 -2.62984 -1.87722 0.109 1.678 1.824
H -3.77816 -3.79947 -0.36225 1.392 1.739 -0.244
H -2.33539 -3.27382 -1.47861 -1.208 0.452 1.986
H -2.25654 -2.95174 0.40313 -1.483 0.319 -1.723